Entry 1:
82
Properties=species:S:1:pos:R:3:forces:R:3:mulliken_spin:R:1 method="wB97M-V/def2-TZVPD" e_above_lowest_ev=0.8267 s_squared=0.799 total_charge=+1 e_homo_ha="-0.3692 / -0.3758" lumo_energy_ev="-4.42 / -4.19" spin_multiplicity=2
V -0.10750 0.71547 -1.76017 0.64 1.84 -1.09 1.289
C -5.48433 -1.96618 1.81622 0.25 -0.03 -0.03 0.001
C -4.01899 -2.38219 1.96379 -0.15 -0.21 0.17 0.001
C -3.92072 -3.90068 1.75767 0.00 0.15 -0.05 0.001
C -3.55906 -2.03073 3.38621 0.00 0.04 -0.18 0.000
C -3.11704 -1.69265 0.96074 -0.21 0.32 -0.36 -0.002
C -3.60290 -0.79292 0.00529 0.20 -0.17 0.25 0.007
C -2.72735 -0.13671 -0.83301 -0.43 0.10 -0.12 -0.002
N -1.41398 -0.33210 -0.79243 -1.53 -1.83 1.28 -0.032
C -0.91869 -1.25390 0.05285 -1.06 -0.29 0.40 0.017
C -1.74726 -1.93985 0.93985 0.57 0.31 -0.32 -0.004
C 0.52691 -1.42172 -0.08624 0.96 -0.67 0.45 0.007
C 1.32083 -2.22443 0.72632 -0.60 0.38 -0.25 0.001
C 2.70731 -2.24860 0.58050 0.21 0.30 -0.43 -0.001
C 3.22993 -1.48979 -0.47117 -0.27 -0.29 0.30 -0.001
C 2.38451 -0.74151 -1.26431 0.78 0.10 -0.34 -0.001
N 1.06948 -0.66786 -1.07247 0.66 -1.46 0.86 -0.018
C 3.57029 -3.01770 1.55618 0.17 -0.11 0.18 0.000
C 3.29585 -2.47461 2.96587 -0.01 0.03 -0.13 0.000
C 5.06291 -2.84868 1.26769 -0.22 -0.01 0.00 0.000
C 3.21726 -4.51013 1.51636 0.00 0.18 -0.10 0.000
H -6.07460 -2.47344 2.57495 -0.05 -0.04 0.05 0.000
H -5.88048 -2.24938 0.84440 -0.10 0.01 -0.13 0.000
H -5.60893 -0.89579 1.95964 -0.07 0.14 0.00 0.000
H -4.61531 -4.39981 2.42926 -0.02 -0.08 0.06 0.000
H -2.91856 -4.26845 1.96600 0.08 -0.08 0.02 0.000
H -4.17928 -4.16417 0.73410 -0.04 -0.09 -0.08 0.000
H -4.24781 -2.46579 4.10564 -0.04 -0.06 0.08 0.000
H -3.54783 -0.95371 3.53381 0.00 0.14 0.06 0.000
H -2.56621 -2.41888 3.59464 0.16 -0.03 0.05 0.000
H -4.65459 -0.58761 -0.08381 -0.12 0.06 0.01 0.000
H -3.08386 0.58493 -1.56537 0.05 -0.06 0.15 0.010
H -1.31737 -2.65646 1.61967 0.06 -0.10 0.08 0.000
H 0.85571 -2.79827 1.51208 -0.08 -0.03 0.05 0.001
H 4.28787 -1.45367 -0.67395 0.03 -0.02 -0.02 0.000
H 2.79417 -0.14208 -2.07138 -0.17 -0.10 0.15 -0.003
H 3.49395 -1.40686 3.00874 0.02 0.17 0.06 0.000
H 3.95028 -2.97138 3.67507 0.08 -0.07 0.12 0.000
H 2.27068 -2.65136 3.27586 -0.17 -0.01 0.07 0.000
H 5.35173 -1.80036 1.29128 0.09 0.11 -0.01 0.000
H 5.33939 -3.27635 0.30723 0.06 -0.02 -0.13 0.000
H 5.63034 -3.36438 2.03695 0.08 -0.07 0.06 0.000
H 2.16102 -4.68068 1.70856 -0.12 -0.06 0.03 0.000
H 3.78859 -5.02865 2.28112 0.05 -0.09 0.08 0.000
H 3.46825 -4.94145 0.55104 0.00 -0.09 -0.12 0.000
S 1.41473 1.86911 -2.86484 0.86 0.83 0.01 -0.026
C 1.42838 0.96279 -4.35544 -0.32 -0.20 -0.89 0.007
C 2.51875 1.02744 -5.22505 -0.11 -0.06 0.25 0.002
C 2.49201 0.34768 -6.42707 -0.11 -0.16 -0.11 -0.002
C 1.36815 -0.38595 -6.79480 0.17 0.05 -0.01 0.003
C 0.27870 -0.45446 -5.94956 -0.04 0.03 0.29 -0.006
C 0.30187 0.20684 -4.72477 0.65 0.46 -0.44 0.018
S -1.10370 0.16686 -3.69449 -0.53 -0.32 0.44 -0.055
H 3.38222 1.61363 -4.94558 0.05 0.07 0.02 0.000
H 3.34681 0.38726 -7.08392 0.07 0.05 -0.08 0.000
H 1.34348 -0.89823 -7.74403 0.01 -0.06 -0.08 0.000
H -0.60888 -1.01120 -6.20867 -0.04 -0.10 -0.14 -0.001
C 2.58155 4.55616 3.00970 -0.08 -0.04 0.08 0.004
C 1.82826 5.08707 1.97314 0.09 0.06 -0.01 -0.002
C 1.04938 4.27004 1.17771 0.01 -0.23 -0.06 0.003
C 1.00453 2.89223 1.41913 0.12 0.31 0.55 -0.006
C 1.75829 2.37251 2.48143 -0.21 0.04 -0.26 0.003
C 2.53428 3.19540 3.26759 0.17 0.09 0.11 -0.003
C 0.28474 1.94020 0.59241 -0.10 -0.54 -0.37 0.021
C -0.56010 2.10138 -0.44366 -0.05 0.12 -0.20 -0.202
C -1.46325 3.16184 -0.77960 -0.55 1.03 -0.22 0.007
C -2.06641 3.92896 0.23122 0.08 -0.14 -0.23 -0.018
C -2.96591 4.92493 -0.09120 -0.06 0.05 0.07 0.007
C -3.31034 5.16311 -1.41364 0.09 -0.09 -0.02 -0.016
C -2.75238 4.38852 -2.42049 -0.14 0.17 0.00 0.009
C -1.84336 3.39613 -2.11318 0.22 -0.12 0.14 -0.014
H 3.19853 5.19776 3.61957 0.05 0.08 0.04 0.000
H 1.86713 6.14651 1.77554 -0.01 0.12 -0.05 0.000
H 0.49902 4.69550 0.35228 -0.06 0.01 -0.05 0.001
H 1.73406 1.30824 2.68046 -0.01 -0.08 -0.03 -0.001
H 3.11898 2.77705 4.07247 0.04 -0.03 0.10 0.000
H 0.54355 0.91205 0.85434 0.22 0.05 -0.20 0.013
H -1.81737 3.73583 1.26566 0.04 0.00 0.05 -0.001
H -3.40110 5.52548 0.69194 -0.08 0.05 0.11 0.000
H -4.01346 5.94453 -1.65427 -0.08 0.08 -0.04 -0.001
H -3.02636 4.57098 -3.44847 -0.01 -0.02 -0.10 0.000
H -1.40938 2.79735 -2.91314 -0.10 0.24 0.17 -0.017

Entry 2:
89
Properties=species:S:1:pos:R:3:forces:R:3:mulliken_spin:R:1 method="wB97M-V/def2-TZVPD" s_squared=2.014 total_charge=+3 e_homo_ha="-0.5669 / -0.5669" lumo_energy_ev="-8.37 / -8.36" spin_multiplicity=3
V -0.26685 -0.19861 0.25642 0.23 0.56 0.41 1.919
C 3.49494 -5.98110 -1.36432 0.10 -0.05 0.00 0.000
C 2.94361 -4.71241 -0.78582 -0.02 0.09 0.07 0.001
C 3.65957 -3.91554 0.07847 -0.04 -0.04 -0.07 0.005
C 3.11159 -2.74952 0.64846 -0.07 0.05 0.10 -0.003
C 3.82042 -1.98768 1.62581 0.03 -0.04 -0.09 0.005
N 5.09762 -1.74027 1.63362 -0.13 0.04 0.04 0.001
C 6.07434 -1.93223 0.54109 0.06 -0.02 0.12 0.000
C 5.58070 -1.44481 -0.81847 0.09 -0.08 -0.12 0.000
C 5.10390 0.01361 -0.82099 -0.01 0.10 0.08 0.000
N 3.75870 0.20328 -1.36727 -0.14 0.09 -0.11 0.001
C 3.52063 0.93482 -2.42226 -0.02 -0.03 0.06 0.001
C 2.25679 1.32810 -2.91339 -0.12 -0.03 0.03 -0.007
C 2.25061 2.15799 -4.06018 -0.08 0.04 0.00 0.007
C 1.09396 2.68107 -4.58719 0.05 -0.08 0.10 -0.001
C 1.07959 3.53861 -5.81592 0.05 0.07 -0.08 0.000
C -0.09091 2.36422 -3.91275 -0.03 -0.04 0.08 0.000
C -0.14836 1.56578 -2.77538 0.06 0.02 -0.08 0.004
C -1.45437 1.29193 -2.20867 0.08 -0.12 0.07 0.048
N -1.69211 0.65416 -1.12875 0.11 0.06 0.11 -0.032
C -3.11075 0.44960 -0.79352 0.02 0.07 -0.11 0.004
C -3.33103 -0.95979 -0.26516 -0.15 -0.11 0.07 0.045
C -2.49379 -1.99575 -0.99209 0.13 -0.07 0.02 0.009
N -1.05797 -1.91590 -0.60556 -0.03 -0.11 0.01 -0.036
C -0.34314 -2.93518 -0.89536 -0.05 0.07 0.06 0.031
C 1.04539 -3.15825 -0.54297 0.13 -0.08 0.02 0.013
C 1.63881 -4.29989 -1.07419 0.00 0.04 0.06 0.002
C 1.77906 -2.33315 0.36142 0.16 -0.14 -0.10 -0.024
O 1.33336 -1.23985 0.88444 -0.20 0.07 -0.13 0.003
C 1.03281 0.98521 -2.25517 0.11 0.15 -0.19 -0.008
O 1.04669 0.19368 -1.23422 -0.09 -0.26 0.09 -0.018
H 4.54296 -6.11117 -1.10052 0.00 -0.01 0.00 0.000
H 3.42052 -5.98163 -2.45154 -0.02 -0.01 -0.01 0.000
H 2.95021 -6.84872 -0.99189 -0.02 -0.01 -0.02 0.000
H 4.65306 -4.22902 0.37136 0.03 -0.01 0.00 0.001
H 3.25606 -1.55731 2.44784 -0.01 0.03 -0.01 0.000
H 5.45626 -1.26995 2.45549 0.00 -0.03 0.01 0.000
H 6.38063 -2.97575 0.50250 0.01 0.01 -0.06 0.000
H 6.95280 -1.36503 0.84799 -0.01 -0.01 -0.03 0.000
H 4.80026 -2.08901 -1.21836 -0.02 0.01 0.04 0.000
H 6.42614 -1.55423 -1.49927 -0.01 0.01 0.01 0.000
H 5.77362 0.64229 -1.40635 0.01 -0.04 0.00 0.000
H 5.09938 0.43086 0.18969 0.01 -0.05 0.00 0.000
H 2.92608 -0.15044 -0.88691 0.07 -0.03 0.04 -0.001
H 4.39782 1.30814 -2.94419 0.01 0.00 -0.01 0.000
H 3.19983 2.38855 -4.53142 0.01 -0.01 -0.02 0.000
H 2.08959 3.72318 -6.17662 0.00 0.00 -0.01 0.000
H 0.61210 4.50346 -5.61891 -0.02 -0.01 0.00 0.000
H 0.52226 3.05768 -6.61988 -0.02 0.00 0.00 0.000
H -1.02624 2.76073 -4.29521 0.00 0.02 -0.03 0.001
H -2.30013 1.66140 -2.79129 -0.01 0.01 0.00 -0.001
H -3.70334 0.60346 -1.69824 -0.05 0.02 0.06 -0.001
H -3.40665 1.20263 -0.06106 -0.02 -0.03 -0.01 -0.007
H -4.38555 -1.21414 -0.38129 0.02 0.00 -0.04 0.001
H -3.13135 -1.02603 0.80484 0.02 0.03 -0.03 0.002
H -2.55923 -1.87476 -2.07671 -0.06 0.04 0.02 -0.005
H -2.84552 -2.99744 -0.74278 -0.05 0.02 -0.05 -0.005
H -0.81612 -3.76056 -1.43136 0.00 0.02 -0.02 -0.003
H 1.04589 -4.91471 -1.74355 -0.01 -0.01 -0.01 0.000
N 2.12718 4.10505 -0.03841 -0.02 -0.08 0.01 0.000
C 1.96646 2.83051 0.31881 0.13 0.06 -0.02 0.005
N 0.83895 2.27041 0.62954 0.02 -0.16 -0.04 0.016
C -0.29341 3.06642 0.63181 -0.22 0.15 -0.05 0.009
N -1.41378 2.59285 1.07015 0.26 -0.18 0.03 0.003
N -1.25837 1.27297 1.48191 -0.37 0.06 0.01 -0.007
C -1.78177 0.99469 2.61097 0.01 -0.04 -0.06 0.027
C -1.68655 -0.38712 3.05957 -0.09 -0.01 0.03 0.022
C -2.16600 -0.81702 4.28324 0.04 -0.07 -0.07 0.004
C -2.03659 -2.16340 4.60429 0.01 0.03 -0.03 0.005
C -1.42806 -3.00733 3.69168 0.00 0.02 -0.02 -0.001
C -0.96765 -2.48282 2.49066 0.03 -0.05 0.00 0.031
N -1.09493 -1.19984 2.16716 0.11 0.05 -0.11 -0.063
C -0.22340 4.44175 0.15694 -0.01 0.07 -0.02 -0.002
C -1.34837 5.26718 0.04708 0.04 0.00 -0.01 0.000
C -1.20436 6.56780 -0.38125 -0.02 0.02 0.00 0.000
C 0.05997 7.07044 -0.70217 0.03 -0.01 -0.01 -0.001
C 1.18276 6.27560 -0.59759 -0.05 -0.04 0.02 0.001
C 1.02771 4.96164 -0.16748 0.02 0.00 0.01 -0.001
H 3.05577 4.46086 -0.20809 -0.02 0.03 0.00 0.000
H 2.87195 2.23441 0.34873 0.00 -0.03 -0.01 -0.002
H -2.27092 1.76241 3.20241 0.02 0.01 0.00 0.001
H -2.63074 -0.11775 4.96404 -0.02 0.02 0.00 0.000
H -2.40701 -2.54043 5.54757 0.00 -0.01 0.01 0.000
H -1.31211 -4.06241 3.89406 0.01 0.00 0.01 0.000
H -0.47982 -3.12092 1.76555 -0.02 -0.01 0.02 0.001
H -2.31899 4.87488 0.31425 -0.01 -0.02 0.01 0.000
H -2.07033 7.20962 -0.46028 -0.01 0.00 0.00 0.000
H 0.16218 8.09497 -1.03202 0.00 0.01 0.00 0.000
H 2.16386 6.66375 -0.83863 0.02 0.01 0.00 0.000

Entry 3:
91
Properties=species:S:1:pos:R:3:forces:R:3:lowdin_charge:R:1 method="wB97M-V/def2-TZVPD" e_above_lowest_ev=3.7658 total_charge=+1 e_homo_ha=-0.3760 lumo_energy_ev=-1.95
Ba -0.17060 -0.73900 0.65460 2.84 2.42 -0.59 2.211
N 2.40540 0.03440 -0.66270 0.24 -0.19 -0.16 0.025
C 2.00280 1.38570 -1.02500 0.07 0.40 0.02 -0.288
C 3.04090 2.26500 -1.76480 -0.14 -0.12 0.06 -0.131
C 4.54770 2.06300 -1.52980 -0.13 0.10 0.06 -0.157
C 5.11360 2.41610 -0.13820 0.11 -0.15 -0.34 -0.147
N 4.34230 3.45950 0.48490 -0.31 0.16 0.18 0.077
C 4.50110 4.76240 0.49360 0.13 -0.16 0.19 -0.439
N 5.65010 5.38410 0.19390 0.07 -0.06 -0.13 0.208
N 3.44740 5.49100 0.87030 -0.21 0.23 0.07 0.210
C 1.37670 2.00290 0.25110 0.59 0.70 -0.40 -0.594
O 1.81700 3.06660 0.73030 -0.01 0.27 0.08 -0.004
O 0.43600 1.34820 0.72180 0.68 4.04 0.09 -0.422
H 3.25940 0.05350 -0.11300 -0.04 -0.15 0.00 0.081
H 2.57340 -0.52290 -1.49270 0.10 -0.07 0.06 0.100
H 1.14040 1.27810 -1.69340 0.09 0.07 -0.02 0.150
H 2.77360 3.30580 -1.57270 0.00 0.03 -0.11 0.114
H 2.89410 2.09940 -2.83520 -0.01 0.05 0.04 0.118
H 5.03850 2.70190 -2.26680 0.07 -0.09 -0.04 0.112
H 4.81720 1.03350 -1.76360 0.13 -0.04 -0.05 0.109
H 6.16640 2.69480 -0.23320 -0.05 -0.08 0.09 0.117
H 5.06440 1.55640 0.53550 0.07 0.06 -0.02 0.105
H 3.32970 3.18500 0.64220 0.28 0.18 0.01 0.075
H 6.48430 4.85850 0.00950 0.02 -0.01 0.01 0.113
H 5.73650 6.37730 0.31520 0.03 -0.03 -0.04 0.122
H 2.57030 5.01140 1.02470 -0.07 0.03 -0.03 0.106
H 3.48670 6.48950 0.96290 0.04 -0.04 -0.01 0.124
C -5.63680 -5.65010 -1.77540 0.11 0.00 0.18 -0.017
C -5.28450 -5.44340 -0.30320 -0.40 -0.61 -0.21 -0.312
C -6.50820 -5.45190 0.60770 0.00 0.09 -0.06 -0.125
C -7.44070 -4.30430 0.24050 -0.05 -0.16 0.01 -0.131
C -6.68300 -3.01040 0.19710 -0.12 0.05 -0.01 -0.126
C -7.34540 -1.81140 0.35090 0.30 -0.07 0.01 0.065
C -6.63330 -0.61600 0.42260 0.27 -0.03 0.01 -0.249
F -7.32120 0.52230 0.61660 0.06 -0.05 -0.06 0.075
C -5.26710 -0.59030 0.34380 -0.36 0.06 0.01 0.078
C -4.57830 -1.79390 0.15240 -0.10 -0.07 -0.01 -0.036
C -3.12730 -1.76570 0.10850 -1.20 -1.01 -0.16 -0.320
O -2.48200 -0.71070 0.26140 -1.51 0.46 -0.29 -0.230
C -2.49840 -3.03580 -0.07240 0.12 0.57 0.07 -0.037
C -3.22630 -4.17250 -0.17930 -0.05 0.18 -0.01 0.055
N -4.57580 -4.18200 -0.12650 0.52 -0.11 0.10 0.005
C -5.27760 -3.01530 0.05860 0.01 0.83 0.11 -0.066
C -1.00690 -2.86690 0.07090 -1.75 -4.04 -0.78 -0.867
O -0.36200 -2.44390 -0.89330 0.13 -1.52 -1.98 -0.164
O -0.58620 -2.88320 1.24080 -0.27 -3.02 1.14 -0.213
H -6.16290 -6.59160 -1.90610 -0.07 -0.11 -0.02 0.091
H -4.73630 -5.67190 -2.38260 0.11 -0.02 -0.08 0.085
H -6.26610 -4.84660 -2.14410 -0.09 0.11 -0.07 0.082
H -4.60440 -6.24130 0.01010 -0.02 0.15 0.02 0.148
H -6.16820 -5.33350 1.63880 -0.05 -0.05 0.04 0.131
H -7.02640 -6.40730 0.52870 0.06 -0.02 -0.01 0.125
H -8.24520 -4.22230 0.97080 -0.03 -0.02 -0.01 0.126
H -7.91220 -4.49290 -0.72570 -0.05 -0.04 -0.02 0.121
H -8.42040 -1.79060 0.44840 -0.10 -0.01 0.05 0.136
H -4.70680 0.32830 0.43290 -0.01 0.05 -0.02 0.130
H -2.74590 -5.13370 -0.30200 -0.07 -0.07 0.02 0.156
C -0.27460 -0.71500 7.90500 -0.02 0.01 0.03 -0.087
C 0.44600 -1.51290 7.03000 0.04 -0.06 0.05 -0.083
C 0.50820 -1.18770 5.68710 0.04 -0.01 -0.25 -0.114
C -0.13190 -0.05030 5.20380 -0.09 0.10 -0.06 -0.352
C -0.87120 0.73140 6.08420 -0.03 0.18 -0.26 -0.101
C -0.93880 0.40250 7.42840 -0.01 -0.03 0.11 -0.082
As -0.01830 0.35450 3.28040 -0.13 0.80 3.21 1.233
C -0.89790 2.09000 3.25720 0.01 0.13 0.00 -0.394
C -0.43190 3.28140 3.80210 0.25 -0.07 0.04 -0.107
C -1.17000 4.44860 3.67740 0.03 0.05 0.05 -0.079
C -2.41080 4.43040 3.06230 -0.05 -0.04 -0.05 -0.080
C -2.91030 3.23860 2.56060 -0.07 0.09 0.02 -0.070
C -2.14840 2.08500 2.64190 0.10 -0.33 -0.06 -0.118
C 1.92930 0.53210 3.23570 0.05 0.01 -0.19 -0.367
C 2.67740 1.69290 3.37250 -0.09 0.24 -0.05 -0.089
C 4.06300 1.64890 3.35430 -0.01 0.03 0.07 -0.091
C 4.72240 0.44120 3.21010 0.04 -0.12 -0.05 -0.095
C 3.99010 -0.72410 3.04950 0.18 -0.07 -0.02 -0.077
C 2.60800 -0.67270 3.04670 -0.36 -0.09 -0.03 -0.147
H -0.32480 -0.97040 8.95310 0.00 -0.01 0.08 0.103
H 0.95960 -2.38940 7.39830 0.02 -0.07 0.00 0.104
H 1.05750 -1.82530 5.00070 0.00 0.00 0.14 0.091
H -1.39490 1.60670 5.71270 0.04 -0.07 0.12 0.093
H -1.50760 1.02280 8.10640 -0.05 0.04 0.03 0.105
H 0.50820 3.30720 4.34050 -0.07 0.01 -0.02 0.096
H -0.78230 5.37900 4.07030 0.02 0.00 0.09 0.104
H -2.99180 5.33850 2.98210 -0.02 0.03 0.01 0.105
H -3.89500 3.21600 2.11240 0.02 -0.05 -0.07 0.106
H -2.52330 1.15420 2.21910 -0.06 0.13 0.01 0.082
H 2.18510 2.64810 3.46870 -0.01 0.02 0.02 0.083
H 4.63510 2.55710 3.47600 0.01 0.12 0.02 0.105
H 5.80080 0.40200 3.22700 0.13 0.00 0.01 0.105
H 4.50000 -1.67100 2.94220 0.00 -0.07 -0.04 0.110
H 2.03990 -1.59180 2.90910 0.10 0.01 0.03 0.094

| no. | electronic energy (Ha) | maximum force (eV Å⁻¹) |
| --- | --- | --- |
| 1 | -3321.14943 | 2.7 |
| 2 | -3058.04570 | 0.7 |
| 3 | -4483.06152 | 4.5 |